Entry 1:
DFT (ωB97M-V/def2-TZVPD) results for one molecule with the formula C4H6N4O.

Structure (XYZ):
```
15
C4H6N4O (ωB97M-V/def2-TZVPD)
C 0.9320 1.0418 -0.3712
C 1.5695 -0.1754 0.0231
C -0.4778 -1.0635 0.4470
C -2.5204 0.3551 -0.1146
N -0.3293 1.2625 -0.4524
N 0.8333 -1.2215 0.3219
N -1.1332 0.3250 -0.0658
N 2.8844 -0.3823 0.2008
O -1.3022 -1.8525 0.8574
H 1.4778 1.8235 -0.7773
H -2.9290 1.0700 -0.9770
H -2.7725 -0.6774 -0.2866
H -3.0503 0.7233 0.8457
H 3.7248 0.0471 -0.1511
H 3.0930 -1.2756 0.5001
```

As for the net charge: 0. The energy comes out at -450.24750 Eh. The calculation puts the relative energy (zero: lowest compared OMol25 entry of this formula, charge and spin) at 108.1 kJ/mol. As for the LUMO energy: 0.275 eV. As for the SMILES: Cn1ncc(N)nc1=O. As for the orbital gap: 9.198 eV. The calculation puts the highest occupied orbital energy at -8.92 eV.

Entry 2:
DFT (ωB97M-V/def2-TZVPD) results for an isolated ion of composition BrHNO2S and charge -1.

Structure (XYZ):
```
6
BrHNO2S (ωB97M-V/def2-TZVPD)
N 0.2689 -0.6660 0.2367
O 0.8414 0.9351 -1.3365
O -1.1142 1.5290 0.0017
S -0.5220 0.5064 -0.9254
Br -0.6850 -1.8748 1.3786
H 1.2110 -0.4296 0.6449
```

As for the net charge: -1. The energy comes out at -3178.05072 Eh. The calculation puts the relative energy (zero: lowest compared OMol25 entry of this formula, charge and spin) at 20.7 kJ/mol. As for the LUMO energy: 3.472 eV. As for the orbital gap: 7.793 eV. The calculation puts the highest occupied orbital energy at -4.32 eV.

Entry 3:
DFT (ωB97M-V/def2-TZVPD) results for C26H48InOP2 as an isolated structure.

Structure (XYZ):
```
78
C26H48InOP2 (ωB97M-V/def2-TZVPD)
In -0.0731 0.4236 1.1859
C -0.7706 -2.5825 3.1455
C 0.5276 -2.9667 2.7092
C 0.7760 -1.3262 4.3052
C -0.6142 -1.5655 4.1331
C 1.4817 -2.1963 3.4260
C -2.0549 -3.1386 2.6694
H -1.9859 -3.4787 1.6285
H -2.8587 -2.3934 2.7385
H -2.3604 -4.0069 3.2762
C -1.6956 -0.8305 4.8234
H -2.6782 -1.1653 4.4772
H -1.6084 0.2499 4.6306
H -1.6487 -0.9844 5.9137
C 1.3795 -0.3420 5.2248
H 1.4633 -0.7499 6.2488
H 0.7804 0.5755 5.2728
H 2.3905 -0.0746 4.8967
C 2.9510 -2.2690 3.2944
H 3.3841 -2.9151 4.0743
H 3.4054 -1.2764 3.4077
H 3.2453 -2.6821 2.3236
C 0.8413 -4.0006 1.6954
H 1.0674 -4.9695 2.1705
H 1.7213 -3.7222 1.0987
H -0.0023 -4.1638 1.0113
C -1.4876 1.1671 -4.3344
C -1.6631 -0.1688 -4.3136
C -0.9794 -1.1361 -5.2302
C 0.4772 -0.7981 -5.6378
C 1.3666 -0.2916 -4.5486
C 1.5925 1.0048 -4.2512
C 0.8432 2.1755 -4.8019
C -0.6133 1.9170 -5.2820
H -1.5516 -1.2509 -6.1718
H 0.4696 -0.0945 -6.4843
H -1.0030 -2.1326 -4.7561
H -0.5999 1.4343 -6.2718
H -2.1026 1.8195 -3.7118
H -2.4729 -0.6055 -3.7191
H -1.0680 2.9170 -5.4159
H 0.8307 2.9560 -4.0265
H 2.4418 1.2910 -3.6185
H 1.3815 2.6191 -5.6580
H 0.9155 -1.7433 -6.0036
H 1.9288 -1.0925 -4.0639
P -1.4833 0.2011 -0.9256
C -3.0980 0.9464 -1.2167
C -1.4169 -1.5614 -1.4227
P 1.4874 0.8068 -0.7650
C -0.0410 0.9860 -1.8298
C 2.4542 -0.5998 -1.3689
C 2.5245 2.2871 -0.7872
H -3.2406 1.7640 -0.4929
H -3.8687 0.1885 -1.0228
H -3.2242 1.3413 -2.2314
H -1.2044 -1.6984 -2.4949
H -2.4005 -1.9889 -1.1882
H -0.6586 -2.0973 -0.8312
H 2.4978 2.7911 -1.7614
H 3.5523 1.9756 -0.5466
H 2.1806 2.9706 0.0022
H -0.2301 2.0255 -2.1351
H 0.1000 0.3747 -2.7192
H 3.3917 -0.6067 -0.7979
H 2.6810 -0.4959 -2.4366
H 1.9312 -1.5483 -1.1922
C -1.6087 3.2418 2.4197
C -0.2830 2.8220 3.0315
C -0.1363 3.2833 4.4755
O -0.0307 1.4545 2.9639
H -2.4537 2.6794 2.8314
H -1.6144 3.1209 1.3319
H -1.7627 4.3065 2.6310
H 0.4902 3.3677 2.4606
H -0.8248 2.7441 5.1407
H 0.8816 3.1305 4.8357
H -0.3617 4.3512 4.5615
```

As for the net charge: +1. The energy comes out at -1967.18548 Eh. The calculation puts the relative energy (zero: lowest compared OMol25 entry of this formula, charge and spin) at 0.0 kJ/mol. As for the LUMO energy (spin up / spin down): -3.148 / -3.096 eV. As for the orbital gap (spin up / spin down): 5.874 / 5.739 eV. The calculation puts the highest occupied orbital energy (spin up / spin down) at -9.02 / -8.83 eV.

Entry 4:
DFT (ωB97M-V/def2-TZVPD) results for an isolated ion of composition C4H6F3N4 and charge +1.

Structure (XYZ):
```
17
C4H6F3N4 (ωB97M-V/def2-TZVPD)
C 0.7031 1.0003 0.0544
C -0.5727 0.7283 -0.1201
C 0.1760 -1.7225 0.1724
C 1.8594 0.0259 -0.1045
N 1.3058 -1.2961 0.2635
N -0.9804 -0.5122 -0.5372
N 2.9740 0.2252 0.6795
N -2.3371 -0.9053 -0.3939
F -1.6234 1.5320 0.1663
F -0.4142 -2.8114 0.2733
F 2.0566 -0.0224 -1.5475
H 1.0591 2.0822 0.3885
H 3.8082 -0.4418 0.5494
H 3.3994 1.1862 0.4868
H -2.3033 -1.9638 -0.2452
H -2.7141 -0.7166 -1.3685
H -2.6510 -0.1742 0.1792
```

As for the net charge: +1. The energy comes out at -674.07552 Eh. The calculation puts the relative energy (zero: lowest compared OMol25 entry of this formula, charge and spin) at 463.0 kJ/mol. As for the LUMO energy (spin up / spin down): -3.899 / -6.639 eV. The multiplicity is 3. As for the orbital gap (spin up / spin down): 5.282 / 7.836 eV. The calculation puts the highest occupied orbital energy (spin up / spin down) at -9.18 / -14.48 eV.

Entry 5:
DFT (ωB97M-V/def2-TZVPD) results for one molecule with the formula C8H11Cl.

Structure (XYZ):
```
20
C8H11Cl (ωB97M-V/def2-TZVPD)
C -1.6203 -0.1458 0.7807
C -1.0232 1.2516 0.5770
C -1.4008 -0.8398 -0.5453
C 0.3542 1.2803 -0.0868
C 0.1058 -0.8031 -0.9065
C 1.0903 -0.0461 -0.0729
C 0.6337 0.5437 -1.3510
C 2.3195 -0.5989 0.4673
Cl 2.0005 -1.2579 2.1252
H -1.1770 -0.4992 1.7126
H -2.6547 -0.1816 1.0562
H -1.6647 1.8515 -0.2471
H -1.1898 1.7406 1.5503
H -1.9006 -1.8398 -0.4609
H -1.9532 -0.3771 -1.2604
H 1.0554 2.1313 -0.1190
H 0.2955 -1.6848 -1.5315
H 1.0740 0.7738 -2.2426
H 3.0752 0.0974 0.6398
H 2.5801 -1.3962 -0.0851
```

As for the net charge: 0. The energy comes out at -771.50824 Eh. The calculation puts the relative energy (zero: lowest compared OMol25 entry of this formula, charge and spin) at 37.7 kJ/mol. As for the LUMO energy: 0.974 eV. As for the SMILES: ClC[C@]12[C@@H]3[C@H]1CCC[C@@H]32. As for the orbital gap: 10.085 eV. The calculation puts the highest occupied orbital energy at -9.11 eV.

Entry 6:
DFT (ωB97M-V/def2-TZVPD) results for C53H44AuBrN5O2S4 as an isolated structure.

Structure (XYZ):
```
110
C53H44AuBrN5O2S4 (ωB97M-V/def2-TZVPD)
Au 1.0656 0.9360 0.9314
N -0.7600 1.0239 0.2515
S -1.5528 0.6910 -0.9607
N -2.0016 -0.8439 -1.1665
S -1.2200 -1.9299 -1.9268
N 0.2783 -2.1097 -1.6341
S 1.0753 -2.1505 -0.2416
N 1.4521 -0.9121 0.4720
C 0.2456 -3.3086 0.8067
C -0.9710 -2.9059 1.3542
C -1.6216 -3.7616 2.2250
C -1.0542 -4.9900 2.5529
C 0.1618 -5.3718 2.0079
C 0.8272 -4.5296 1.1247
C 2.5645 -2.9350 -0.7578
C 3.6261 -2.8960 0.1430
C 4.8380 -3.4422 -0.2401
C 4.9829 -4.0004 -1.5061
C 3.9105 -4.0442 -2.3847
C 2.6832 -3.5112 -2.0164
C -1.2810 -1.7103 -3.6694
C -0.1252 -1.5979 -4.4279
C -0.2577 -1.4576 -5.8020
C -1.5175 -1.4375 -6.3855
C -2.6644 -1.5511 -5.6047
C -2.5540 -1.6916 -4.2345
C -2.1238 -3.3955 -1.5995
C -3.4329 -3.3382 -1.1377
C -4.1090 -4.5315 -0.9389
C -3.4787 -5.7424 -1.1977
C -2.1675 -5.7763 -1.6605
C -1.4772 -4.5963 -1.8728
C -3.1117 1.4721 -0.7917
C -3.0996 2.7512 -0.2440
C -4.3054 3.4149 -0.0980
C -5.4905 2.8039 -0.4905
C -5.4811 1.5316 -1.0463
C -4.2845 0.8499 -1.2044
C -0.8633 1.2468 -2.4945
C 0.5206 1.1906 -2.6357
C 1.0849 1.6278 -3.8220
C 0.2738 2.1107 -4.8418
C -1.1062 2.1482 -4.6907
C -1.6902 1.7150 -3.5096
H -1.3918 -1.9354 1.1182
H -2.5657 -3.4651 2.6639
H -1.5632 -5.6483 3.2446
H 0.6020 -6.3238 2.2725
H 1.7730 -4.8275 0.6959
H 3.4977 -2.4436 1.1178
H 5.6729 -3.4355 0.4475
H 5.9397 -4.4049 -1.8082
H 4.0255 -4.4980 -3.3599
H 1.8415 -3.5445 -2.6911
H 0.8463 -1.6186 -3.9552
H 0.6276 -1.3701 -6.4177
H -1.6094 -1.3413 -7.4593
H -3.6420 -1.5403 -6.0677
H -3.4400 -1.8019 -3.6202
H -3.9015 -2.3891 -0.9224
H -5.1300 -4.5152 -0.5822
H -4.0154 -6.6692 -1.0435
H -1.6854 -6.7232 -1.8627
H -0.4597 -4.6085 -2.2431
H -2.1658 3.2029 0.0625
H -4.3229 4.4101 0.3244
H -6.4310 3.3210 -0.3547
H -6.4072 1.0673 -1.3568
H -4.2617 -0.1396 -1.6340
H 1.1424 0.8156 -1.8333
H 2.1591 1.6003 -3.9501
H 0.7212 2.4692 -5.7597
H -1.7298 2.5297 -5.4880
H -2.7641 1.7520 -3.3820
O 5.8645 -0.2828 4.5847
C 4.8757 0.0618 3.7743
C 5.0239 0.9049 2.6690
C 3.9214 1.1857 1.9091
N 2.6948 0.7000 2.1894
C 2.5587 -0.1219 3.2560
Br 0.8550 -0.8037 3.6512
C 3.6134 -0.4633 4.0620
H 6.7147 0.1008 4.3270
H 5.9820 1.3350 2.4077
H 3.9945 1.8246 1.0393
H 3.4785 -1.1132 4.9145
O 1.1844 2.9635 1.1469
S 1.8116 3.7203 2.3697
C 1.2908 5.3794 2.1333
C 2.2907 6.3411 2.1679
C 1.9395 7.6718 1.9789
C 0.6172 8.0080 1.7393
C -0.3744 7.0271 1.7094
C -0.0446 5.7003 1.9034
C 0.8553 3.2268 3.7805
C 1.4580 3.3649 5.0234
C 0.7357 3.0221 6.1570
C -0.5667 2.5537 6.0352
C -1.1475 2.4059 4.7820
C -0.4339 2.7325 3.6374
H 3.3224 6.0623 2.3437
H 2.7021 8.4380 2.0068
H 0.3512 9.0423 1.5670
H -1.4059 7.3051 1.5396
H -0.8052 4.9311 1.8908
H 2.4715 3.7416 5.1072
H 1.1902 3.1219 7.1336
H -1.1329 2.3047 6.9231
H -2.1595 2.0328 4.6934
H -0.8776 2.6057 2.6565
```

As for the net charge: +3. The energy comes out at -6771.63737 Eh. The calculation puts the relative energy (zero: lowest compared OMol25 entry of this formula, charge and spin) at 21.1 kJ/mol. As for the LUMO energy: -8.192 eV. As for the orbital gap: 7.489 eV. The calculation puts the highest occupied orbital energy at -15.68 eV.